(1)
Below is C38H45N4O4RhS5SbTe as an isolated structure, with properties calculated with ωB97M-V with the def2-TZVPD basis set.

XYZ file:
```
99
Properties=species:S:1:pos:R:3:mulliken_spin:R:1
Rh 0.352 -0.637 -0.436 0.88
S 0.933 2.621 -0.583 0.00
C 1.028 1.101 -0.969 -0.02
C -5.026 5.215 -0.778 0.00
C -3.880 5.274 -1.770 0.00
C -3.253 6.659 -1.753 0.00
Sb -2.192 3.805 -1.469 0.00
C -3.103 2.025 -2.453 -0.03
C -2.821 2.042 -3.943 0.00
C -4.586 1.864 -2.177 0.00
C -2.662 3.194 0.613 0.00
C -2.423 1.710 0.796 0.07
C -1.820 4.012 1.576 0.00
H -5.807 5.927 -1.060 0.00
H -4.681 5.485 0.218 0.00
H -5.472 4.224 -0.734 0.00
H -4.266 5.073 -2.774 0.00
H -2.844 6.874 -0.767 0.00
H -3.989 7.431 -1.987 0.00
H -2.440 6.728 -2.475 0.00
H -2.559 1.183 -2.018 0.03
H -3.337 2.872 -4.426 0.00
H -3.157 1.109 -4.397 0.00
H -1.753 2.134 -4.128 0.00
H -5.159 2.640 -2.683 0.00
H -4.789 1.912 -1.108 0.00
H -4.937 0.895 -2.540 0.00
H -3.721 3.403 0.791 0.00
H -1.393 1.433 0.561 -0.04
H -3.077 1.132 0.152 -0.01
H -2.616 1.417 1.828 0.00
H -0.763 3.845 1.383 0.00
H -2.026 3.727 2.609 0.00
H -2.021 5.078 1.470 0.00
Te 2.582 -2.071 -0.073 0.17
C 2.520 -3.933 -1.037 0.00
C 1.437 -4.739 -1.268 0.00
C 1.771 -6.060 -1.613 0.00
C 3.114 -6.270 -1.649 0.01
S 3.990 -4.835 -1.256 0.00
H 0.425 -4.374 -1.199 0.01
H 1.043 -6.832 -1.803 0.00
H 3.640 -7.177 -1.876 0.00
S 7.895 1.841 -1.396 0.00
C 6.630 0.806 -1.619 0.00
S 5.300 1.162 -2.722 0.00
C 4.511 -0.342 -2.189 0.00
N 5.199 -0.976 -1.305 0.00
N 6.385 -0.385 -1.006 0.00
C 7.230 -1.100 -0.148 0.00
C 6.658 -2.030 0.723 -0.03
C 7.464 -2.793 1.542 0.00
C 8.843 -2.651 1.512 0.00
C 9.407 -1.719 0.657 0.00
C 8.616 -0.949 -0.174 0.00
S 3.049 -0.874 -2.813 0.01
H 5.584 -2.150 0.746 0.02
H 7.010 -3.504 2.214 0.00
H 9.471 -3.269 2.138 0.00
H 10.480 -1.590 0.632 0.00
H 9.073 -0.236 -0.839 0.00
O 1.918 -1.303 2.362 0.02
C 0.974 -0.504 2.560 0.00
O 0.133 -0.135 1.676 -0.02
C 0.749 0.031 3.917 0.00
C 1.300 -0.618 5.034 0.00
C 1.032 -0.178 6.303 0.00
C 0.211 0.951 6.501 0.00
C -0.312 1.625 5.376 0.00
C -0.061 1.161 4.113 0.01
N -0.071 1.396 7.781 0.00
O 0.396 0.766 8.762 0.00
O -0.789 2.415 7.931 0.00
H 1.931 -1.478 4.863 0.00
H 1.432 -0.679 7.173 0.00
H -0.917 2.503 5.541 0.00
H -0.458 1.666 3.245 0.00
C -4.149 -3.722 -0.241 0.00
N -3.091 -2.971 0.392 0.00
C -1.845 -3.704 0.370 0.01
C -2.954 -1.610 -0.117 0.05
C -2.445 -1.531 -1.542 -0.27
C -3.318 -1.755 -2.603 0.01
C -2.855 -1.827 -3.906 0.00
C -1.503 -1.659 -4.156 0.00
C -0.636 -1.371 -3.115 0.03
C -1.086 -1.299 -1.795 0.14
H -4.297 -4.649 0.315 0.00
H -3.932 -3.979 -1.291 0.00
H -5.073 -3.144 -0.211 0.00
H -1.910 -4.552 1.055 0.00
H -1.033 -3.050 0.699 0.00
H -1.603 -4.087 -0.633 0.00
H -2.250 -1.093 0.553 -0.06
H -3.937 -1.134 -0.035 0.01
H -4.377 -1.873 -2.406 0.00
H -3.546 -2.018 -4.720 0.00
H -1.114 -1.745 -5.162 0.00
H 0.413 -1.208 -3.341 0.01
```

Properties
- Energy above the lowest of the compared OMol25 structures with the same formula, charge and spin: 395.9 kJ/mol
- 2S+1: 2
- Total charge: -2
- LUMO level (alpha / beta): 2.57 / 2.58 eV
- Frontier orbital gap (alpha / beta): 3.59 / 3.72 eV



(2)
Below is C38H45N5OPdTe as an isolated structure, with properties calculated with ωB97M-V with the def2-TZVPD basis set.

XYZ file:
```
91
Properties=species:S:1:pos:R:3:mulliken_spin:R:1
Pd -0.140 -0.203 -0.545 1.23
C 3.579 -2.666 0.490 0.00
C 3.653 -2.324 -0.999 0.03
C 2.860 -1.089 -1.472 -0.03
N 1.451 -1.342 -1.660 0.25
C 1.015 -2.078 -2.641 -0.01
C 1.861 -2.607 -3.668 0.22
C 1.714 -3.726 -4.440 -0.10
C 0.702 -4.693 -4.386 0.30
C -0.542 -4.542 -3.796 -0.12
C -1.073 -3.425 -3.183 0.26
C -0.455 -2.225 -2.751 -0.01
N -1.121 -1.147 -2.392 0.31
C -2.538 -1.012 -2.651 -0.01
C -3.434 -1.310 -1.441 0.06
C -3.214 -0.295 -0.305 0.01
N -2.033 -0.589 0.464 0.35
C -2.032 -1.364 1.532 0.01
C -3.182 -2.074 1.959 0.23
C -3.423 -2.798 3.107 -0.10
C -2.648 -2.920 4.252 0.27
C -1.357 -2.433 4.440 -0.13
C -0.503 -1.881 3.517 0.21
C -0.703 -1.512 2.159 0.01
N 0.287 -1.206 1.353 0.32
C 1.680 -1.403 1.614 -0.04
C 2.161 -2.760 1.058 0.02
H 4.141 -1.938 1.078 0.00
H 4.082 -3.628 0.609 0.00
H 3.302 -3.183 -1.573 0.00
H 4.702 -2.168 -1.252 0.00
H 3.302 -0.739 -2.415 0.00
H 2.963 -0.274 -0.751 0.01
H 2.776 -2.047 -3.824 0.00
H 2.519 -3.924 -5.134 0.00
H 0.886 -5.623 -4.906 0.01
H -1.223 -5.374 -3.905 0.00
H -2.129 -3.498 -2.962 0.02
H -2.845 -1.638 -3.496 0.00
H -2.714 0.031 -2.947 0.01
H -3.249 -2.320 -1.065 0.00
H -4.471 -1.246 -1.771 -0.01
H -4.108 -0.247 0.328 0.01
H -3.081 0.702 -0.751 -0.01
H -4.006 -2.066 1.261 0.01
H -4.383 -3.296 3.142 0.00
H -3.099 -3.434 5.090 0.01
H -0.945 -2.571 5.432 0.00
H 0.497 -1.697 3.885 0.02
H 1.930 -1.320 2.677 0.02
H 2.216 -0.599 1.097 0.01
H 1.464 -3.089 0.283 0.00
H 2.131 -3.499 1.857 0.00
C 2.866 3.542 -1.979 0.00
N 1.771 3.173 -2.851 0.00
C 1.543 4.015 -4.006 0.00
C 0.975 2.158 -2.555 -0.01
C -0.137 1.821 -3.502 0.00
O 1.124 1.508 -1.488 0.05
H 3.782 3.658 -2.558 0.00
H 3.012 2.762 -1.237 0.00
H 2.647 4.479 -1.464 0.00
H 2.339 4.750 -4.074 0.00
H 0.586 4.534 -3.921 0.00
H 1.544 3.427 -4.922 0.00
H 0.228 1.652 -4.513 0.00
H -0.859 2.635 -3.536 0.00
H -0.621 0.913 -3.139 -0.02
Te -0.735 2.342 0.417 0.36
C -1.999 3.541 1.713 0.03
C -2.948 3.086 2.614 0.01
C -3.556 3.989 3.475 0.00
C -3.235 5.335 3.424 0.00
C -2.322 5.795 2.490 0.00
C -1.707 4.899 1.634 -0.02
C 0.543 1.837 2.044 0.02
C 1.920 1.855 1.863 -0.02
C 2.757 1.547 2.924 0.00
C 2.226 1.236 4.165 0.00
C 0.852 1.238 4.344 -0.01
C 0.007 1.529 3.287 0.00
H -3.215 2.037 2.659 0.00
H -4.272 3.631 4.199 0.00
H -3.694 6.027 4.113 0.00
H -2.074 6.844 2.434 0.00
H -0.977 5.249 0.914 0.00
H 2.331 2.126 0.898 0.00
H 3.828 1.571 2.789 0.00
H 2.880 1.007 4.993 0.00
H 0.429 1.024 5.311 0.00
H -1.063 1.535 3.440 0.00
```

Properties
- 2S+1: 5
- Total charge: +2
- LUMO level (alpha / beta): -5.05 / -7.21 eV
- Frontier orbital gap (alpha / beta): 7.79 / 5.91 eV



| no. | total energy (eV) |
| --- | --- |
| 1 | -125296.225 |
| 2 | -60389.661 |